# 1
Below is a molecular structure, C17H15N2O2Yb, with properties calculated with ωB97M-V with the def2-TZVPD basis set.

```
37
C17H15N2O2Yb ωB97M-V with the def2-TZVPD basis set
Yb 1.12 -0.04 -0.62
C -3.20 -0.66 -2.38
C -1.91 -0.05 -2.03
O -0.94 -0.76 -1.67
C -1.85 1.42 -2.15
C -3.04 2.15 -2.45
C -3.10 3.50 -2.58
C -1.99 4.30 -2.26
C -0.80 3.71 -1.92
C -0.65 2.25 -1.90
O 0.52 1.84 -1.48
H -3.22 -1.78 -2.15
H -3.49 -0.55 -3.44
H -3.94 -0.18 -1.73
H -3.93 1.58 -2.56
H -4.03 4.02 -2.86
H -2.05 5.38 -2.30
H 0.03 4.26 -1.52
N -0.11 0.16 1.32
C 0.49 -0.96 1.89
C -0.26 -2.11 2.20
C 0.32 -3.30 2.68
C 1.71 -3.34 2.83
C 2.57 -2.26 2.36
C 3.99 -2.27 2.43
C 4.72 -1.34 1.77
C 4.04 -0.28 1.06
N 2.70 -0.16 1.06
C 1.95 -1.12 1.78
H -1.10 0.01 1.09
H 0.07 0.98 1.90
H -1.31 -2.04 2.07
H -0.34 -4.05 3.15
H 2.20 -4.26 3.17
H 4.46 -3.06 3.04
H 5.81 -1.44 1.74
H 4.56 0.46 0.47
```

Computed properties:
Multiplicity: 2
HOMO-LUMO gap (spin up / spin down) (eV): 6.5 / 5.4
LUMO level (spin up / spin down) (eV): -7.57 / -8.60
Total charge: +2
Expectation value of S²: 0.751

# 2
Below is a single C3H9NO molecule, with properties calculated with ωB97M-V with the def2-TZVPD basis set.

```
14
C3H9NO ωB97M-V with the def2-TZVPD basis set
C 1.78 0.55 1.09
C 0.44 0.89 0.51
O -0.13 -0.51 0.26
C -1.41 -0.65 -0.33
N -1.40 -0.96 -1.74
H 2.61 0.93 0.50
H 1.86 0.81 2.14
H 1.71 -0.58 0.97
H -0.24 1.39 1.21
H 0.50 1.40 -0.46
H -1.99 0.26 -0.18
H -1.90 -1.48 0.19
H -0.91 -1.83 -1.90
H -0.91 -0.23 -2.26
```

Computed properties:
HOMO-LUMO gap (eV): 10.6
LUMO level (eV): 1.16
ΔE to the lowest compared entry with this formula, charge and spin (eV): 1.4149
Structure (SMILES): CCOCN

For the records above, the corresponding F_max values read 4.6 2.4 eV/A.